# C51H54BrF3N3O2S2Sc

C51H54BrF3N3O2S2Sc as an isolated structure (ωB97M-V/def2-TZVPD, the Open Molecules 2025 dataset).

Geometry as XYZ:
```
117
Properties=species:S:1:pos:R:3:forces:R:3:lowdin_charge:R:1
H 1.859872 -0.718780 4.863135 -0.0414 -0.0582 -0.0054 0.099
C -0.731287 -1.289483 5.878204 0.0301 0.0045 -0.0169 -0.064
C 3.125388 -4.513731 0.127702 -0.0497 0.0646 0.0535 -0.591
H -3.322272 -2.084246 -6.698111 0.0411 0.0173 0.0135 0.069
Sc -0.197528 -0.026096 -0.150414 0.1433 -0.7483 0.0904 0.959
C -2.868721 -2.421171 -2.741173 0.0734 0.0916 -0.1701 -0.265
H -5.032335 3.728764 -0.685973 0.0124 -0.0158 -0.0006 0.107
H 0.033323 -2.484529 7.484983 -0.0006 -0.0064 -0.0372 0.105
H 0.545464 2.745376 4.544075 -0.0170 0.0225 -0.0763 0.095
C -1.185974 -0.879243 -4.326469 -0.0651 0.0062 -0.0676 0.001
C -1.562512 0.068349 3.944609 -0.0580 -0.0885 0.1328 -0.264
C -4.091626 3.194135 -0.613566 0.0205 0.0712 0.0447 -0.052
H -3.726721 -3.984627 1.716902 -0.0124 0.0093 0.0097 0.097
N 1.855192 -0.987668 0.466465 0.0649 0.4189 -0.0584 -0.061
H -0.433648 1.640645 -4.227420 -0.0553 -0.0668 -0.0616 0.114
H -4.919097 -0.564121 2.801201 -0.0048 -0.0048 -0.0002 0.097
C -1.752762 3.138393 0.140826 -0.0673 -0.0077 -0.0290 -0.222
C 3.000185 2.255998 3.725363 0.0016 0.0088 -0.0440 -0.068
H 4.395472 0.349673 -3.331110 -0.0145 0.0304 -0.0072 0.120
S 0.298356 -2.991257 -0.071958 0.1642 0.1209 0.0867 0.733
C -0.891452 5.162154 1.257691 -0.0143 0.0402 0.0180 -0.146
H -3.194357 -4.006032 -1.312956 0.0075 0.0423 -0.0116 0.084
C 2.110451 1.016764 -1.996531 -0.0040 0.0831 0.0384 -0.136
C -0.064298 -2.384807 6.410747 0.0011 0.0235 -0.0226 -0.082
C 0.333696 -3.213485 4.189567 0.0097 0.0026 -0.0514 -0.052
H 1.359103 1.656572 -6.080993 0.0182 0.0114 0.0179 0.120
H -2.302536 6.758983 1.621577 0.0127 -0.0243 -0.0062 0.102
C 1.840730 -2.319856 0.258728 -0.0639 -0.0174 0.1001 -0.667
H 3.863069 2.261033 -1.842401 0.0055 -0.0031 0.0197 0.139
C -2.451184 -1.502985 -6.391550 -0.0251 0.0085 -0.0324 -0.055
C -1.812979 -1.713316 -2.201750 -0.2136 -0.1866 0.0844 -0.098
C -2.553501 -1.852547 1.175846 -0.0539 0.0916 -0.0999 -0.327
H 0.917325 3.640213 -4.636399 -0.0084 0.0193 -0.0116 0.138
C -0.915947 -0.927655 -2.945569 0.0545 0.2017 0.1229 -0.266
H 5.044391 2.692634 3.238489 -0.0512 -0.0354 0.0128 0.107
H -2.334159 -0.174560 3.217094 0.0449 -0.0457 -0.0238 0.062
C -1.591716 1.800696 -0.363623 0.2171 0.3040 0.1672 -0.153
C 2.102789 1.976517 -5.342052 0.0016 -0.0048 -0.0353 -0.115
H -0.050356 5.690959 1.686143 -0.0199 -0.0055 -0.0115 0.092
C 2.821940 0.752331 -4.762094 -0.0188 0.0073 0.0400 -0.280
H 4.242154 -1.285211 4.610590 -0.0118 0.0361 -0.0084 0.110
H 0.992847 -4.202517 5.979724 -0.0159 0.0342 -0.0189 0.105
H -1.160241 -0.544019 6.540958 0.0267 -0.0263 -0.0093 0.113
H 0.742885 -3.955094 3.510973 -0.0065 0.0425 0.0639 0.110
H 4.602237 1.865891 -4.212856 -0.0212 -0.0047 0.0084 0.119
C -0.866142 -1.140928 4.498411 -0.0406 0.0213 -0.0286 -0.268
Br 1.060895 3.251394 0.787210 0.2103 -0.0200 0.0255 0.896
C -2.162667 5.768375 1.207389 0.0375 0.0233 0.0116 -0.087
H 2.866887 0.706722 1.041775 0.0101 0.0355 -0.0289 0.099
H 2.652833 3.256054 3.493459 -0.0003 -0.0225 -0.0157 0.094
H -4.552526 -3.729882 -2.400694 0.0174 0.0313 -0.0097 0.076
C 0.376028 1.868367 -3.536828 0.0075 -0.0168 0.0613 -0.069
H -3.893229 -2.923367 -4.570804 0.0460 0.0358 0.0173 0.106
C 3.067790 -3.027429 0.344258 -0.0704 0.0050 0.0113 -0.118
C -2.689997 1.292894 -1.026956 -0.1511 0.0658 0.0293 -0.143
C -0.716073 3.913062 0.738668 -0.1364 -0.0141 -0.0231 -0.585
H -4.734393 1.494081 -1.719097 0.0249 -0.0052 0.0002 0.105
H -0.580815 -0.284005 -4.991230 -0.1789 0.0331 0.0409 0.087
C -3.078439 -2.366999 -4.116748 -0.0572 -0.0567 0.0388 -0.032
H 2.614378 0.120437 -1.643707 0.0477 -0.0747 0.0950 0.105
O 0.281669 0.423206 2.050034 -0.1539 0.0098 0.0295 -0.615
H -2.054420 -2.811600 1.005373 -0.0317 -0.0544 0.0711 0.093
C -0.329894 -2.116917 3.657635 0.0215 -0.0052 0.0563 -0.038
H 5.079350 -0.434915 1.198892 -0.0266 -0.0204 -0.0106 0.100
H 1.139242 -0.590245 -4.855284 0.2076 0.0483 0.1047 0.097
F 2.681439 -4.882077 -1.084405 0.0581 -0.0457 0.2842 0.132
C 2.972779 -0.350569 0.826219 0.0319 -0.1707 -0.0194 -0.140
F 4.402153 -4.959452 0.227932 -0.2319 -0.1084 -0.0280 0.110
C 1.798104 -0.176784 -4.092832 0.0563 -0.0108 -0.0558 -0.073
C 1.029651 0.581664 -2.989315 0.0010 0.0071 -0.0570 -0.443
C 4.794767 0.667712 3.907215 0.0389 -0.0072 -0.0086 -0.101
C -4.426443 -3.177853 1.926446 -0.0028 0.0358 -0.0186 -0.028
H -4.017678 0.162538 1.440756 0.0005 0.0044 -0.0218 0.087
H 5.160128 -2.891705 0.714027 -0.0731 0.0481 -0.0055 0.123
O -1.968249 -0.788120 0.938071 0.0024 0.0297 -0.0070 -0.146
C -3.007904 3.814701 0.054276 -0.0881 0.0515 -0.0227 -0.169
C -2.236634 -1.590123 -4.901220 0.0213 0.0097 -0.0204 -0.269
H -4.167405 5.571285 0.522352 0.0361 -0.0286 -0.0017 0.110
H 0.285906 1.169130 5.303259 -0.0124 0.0240 -0.0070 0.084
H -4.240433 -2.597919 -1.083469 0.0144 -0.0083 -0.0430 0.065
H -2.657181 0.303325 -1.468843 0.0562 -0.0519 -0.0168 0.068
C 3.142513 1.964513 -2.611180 -0.0138 -0.0416 -0.0485 -0.275
C 2.096264 1.302102 4.179964 -0.1064 0.0325 0.0159 -0.266
H 1.953063 3.760795 -2.380631 0.0090 -0.0140 -0.0111 0.105
C 3.860262 1.215462 -3.736794 0.0120 -0.0204 -0.0100 -0.119
C 1.415006 2.761036 -4.219386 0.0266 -0.0450 0.0060 -0.281
F 2.410126 -5.187532 1.060433 0.1900 0.0704 -0.3189 0.111
H -1.680113 -1.784265 -1.134188 0.0648 -0.1128 -0.0608 0.004
H -4.719689 -3.226370 2.976224 0.0048 0.0136 -0.0064 0.095
C -3.761961 -3.231539 -1.838387 -0.0459 -0.0707 0.0283 -0.040
C 4.223860 -2.349216 0.656342 0.1340 0.0029 0.0219 0.006
H -1.584079 -1.881872 -6.938488 -0.0257 0.0117 0.0290 0.080
C -3.924714 1.966051 -1.172895 0.0580 -0.0281 -0.0050 -0.076
C 4.344870 1.939656 3.583892 0.0310 0.0178 0.0204 -0.077
H 5.846685 0.423672 3.810124 -0.0539 0.0040 -0.0004 0.106
H -5.313481 -3.307818 1.304635 -0.0001 -0.0015 -0.0074 0.094
C -3.189125 5.109110 0.604534 -0.0284 -0.0158 -0.0011 -0.046
N 0.075606 -0.248888 -2.239612 -0.2764 -0.0227 -0.2151 -0.031
H 3.191324 3.868753 -3.634107 -0.0166 -0.0177 -0.0026 0.120
H -2.610792 -0.469278 -6.708683 0.0199 -0.0275 0.0244 0.079
C 4.190874 -0.982037 0.919589 -0.0364 0.0280 0.0218 -0.050
C -4.600804 -0.695535 1.765421 0.0051 -0.0485 0.0298 -0.009
H -2.033484 0.661955 4.733314 0.0421 0.0089 -0.0058 0.105
H 2.299879 -1.031019 -3.624111 0.0043 0.0174 -0.0118 0.134
H -5.486366 -0.782205 1.134066 -0.0087 -0.0014 -0.0008 0.101
H -0.080977 2.391896 -2.690257 0.0013 0.0046 -0.0043 0.117
H -0.393836 -2.027340 2.582894 0.0258 0.0670 -0.0616 0.063
H 3.321557 0.208074 -5.567989 0.0090 -0.0096 -0.0066 0.137
S -0.507020 1.241466 3.048817 0.0832 0.1269 -0.2204 0.999
H 2.821810 2.616405 -5.865379 -0.0142 -0.0040 0.0177 0.117
C 3.897110 -0.288833 4.361244 -0.0174 -0.0238 -0.0080 -0.070
C 0.472901 -3.347009 5.565296 0.0075 -0.0220 0.0265 -0.081
C 0.655264 1.670147 4.408275 0.1232 -0.0974 0.1699 -0.237
C 2.449188 3.201815 -3.181429 0.0024 0.0477 -0.0046 -0.118
N -3.795939 -1.902045 1.635596 0.0199 -0.0881 0.0125 -0.152
C 2.553824 0.025882 4.496205 0.0370 0.0237 -0.0376 -0.019
H 1.637282 1.520932 -1.142148 0.0045 -0.0264 -0.0102 0.031
```
Positions in Å, forces in eV/Å.

Summary:
**LUMO energy**: 0.13 eV
**Net charge**: 0
**Frontier orbital gap**: 6.701 eV
**Relative energy (zero: lowest compared OMol25 entry of this formula, charge and spin)**: 14.5 kJ/mol
**2S+1**: 1



# C51H54Cl4N4O7SZr

C51H54Cl4N4O7SZr as an isolated structure in a non-equilibrium geometry (ωB97M-V/def2-TZVPD, the Open Molecules 2025 dataset).

Geometry as XYZ:
```
122
Properties=species:S:1:pos:R:3:forces:R:3:lowdin_charge:R:1
Cl 6.690905 -3.336976 2.745096 -0.0818 0.0068 -0.0691 0.590
H -0.679168 1.104084 -6.209689 0.0056 -0.0146 0.0051 0.061
C -2.794205 -1.088616 -1.740413 -0.0101 -0.0659 -0.2361 0.063
C -0.558331 -2.353233 -1.790598 -0.2096 -0.1548 -0.0397 -0.594
H -3.722741 -1.319735 -2.251831 0.0184 -0.0257 -0.0081 0.097
C -3.465709 -0.574236 -5.323903 0.0083 0.0452 0.0211 -0.089
C -1.509308 -1.394533 -3.946011 -0.2082 0.0948 -0.0577 -0.112
H -4.291144 2.425766 2.690888 -0.0064 -0.0121 0.0024 0.069
H -5.725094 2.165823 1.702766 0.0141 -0.0231 0.0048 0.059
C 0.528617 -0.666321 -3.184697 -0.4340 0.0432 0.1086 -0.173
O -0.721116 -2.653814 -0.522792 0.0431 -0.0563 -0.1115 -0.192
H 6.291747 3.754386 0.050417 0.0043 -0.0146 -0.0023 0.059
C -4.870312 0.343100 2.528812 -0.0137 -0.0047 0.0343 -0.196
C -0.388516 -4.542476 -2.518988 0.0581 -0.0514 -0.0002 -0.046
H 5.558654 1.366592 -3.043463 0.0021 -0.0070 0.0069 0.093
C 4.220332 -2.296535 2.251454 0.1345 0.0392 0.1167 -0.594
N -0.240469 -0.904801 -2.006693 0.3912 -0.4133 0.1797 0.113
H -0.567490 -6.137546 1.193286 -0.0034 0.0151 0.0144 0.118
O 1.927310 -2.350469 -0.491101 0.2033 -0.3870 0.2445 -0.205
C 5.176844 -3.663637 0.510308 0.0630 -0.0534 -0.0727 -0.710
O 2.063757 -1.350179 1.859042 0.1998 -0.3913 -0.1804 -0.230
C 0.167120 1.732882 3.771608 -0.0660 -0.0326 0.0565 -0.135
H 3.621956 1.893880 1.823018 -0.0008 -0.0226 -0.0107 0.110
C -5.514332 -0.784683 -0.399899 -0.0330 -0.0583 0.0208 -0.207
N 0.415724 0.816304 1.668506 0.2384 -0.0525 0.5288 0.018
H -6.348952 1.221057 -0.519207 0.0215 -0.0207 0.0024 0.059
H 6.085310 -0.798406 -4.197496 -0.0092 0.0166 -0.0008 0.058
H 2.329943 -0.174267 -4.071608 0.0035 0.0029 0.0161 0.101
C 4.767637 0.619271 -3.168453 0.0015 0.0171 0.0069 -0.213
H -0.462687 -1.389435 -6.433090 -0.0129 0.0216 -0.0018 0.099
C 4.036245 -3.442403 -0.276650 0.1074 -0.1033 -0.0962 -0.590
C -1.831697 0.720367 2.612323 0.1365 -0.0395 0.1004 -0.005
C -4.917418 -6.291242 -0.523177 0.0007 -0.0147 -0.0045 -0.068
C 3.089676 -2.082684 1.485284 -0.1650 0.3996 0.3468 -0.385
N -1.849497 -0.225704 0.369660 -0.1537 -0.3845 0.0963 0.056
H -2.857900 0.018516 -6.010385 0.0013 -0.0008 0.0238 0.059
N 1.965974 0.349679 -0.721624 0.2323 0.0841 0.3976 0.046
H -3.347881 -2.424401 -4.232113 0.0272 -0.0109 0.0148 0.105
C 2.730300 4.095732 3.763062 -0.0302 0.0112 -0.0363 -0.095
C -0.306484 -0.966961 -4.350579 0.2637 -0.0014 0.0008 -0.132
H -1.530452 2.393858 4.874079 -0.0002 0.0148 -0.0006 0.097
H -4.372315 -0.885425 -5.850063 0.0137 -0.0059 -0.0069 0.063
H -2.437031 0.955516 3.476651 0.0078 -0.0051 0.0010 0.085
H -4.850896 -6.081875 -1.594397 0.0061 0.0004 0.0030 0.075
H -4.888767 -7.375218 -0.397722 0.0161 0.0072 -0.0019 0.067
H -4.436005 0.024721 3.480525 -0.0111 -0.0082 -0.0037 0.107
C 5.272370 -3.088574 1.764640 0.0669 -0.0049 0.0937 -0.710
O 0.867710 -3.927396 1.762550 0.0093 -0.4528 0.0036 -0.278
C -1.570745 -1.436709 -2.465579 0.0759 0.0575 0.1871 -0.212
C -5.204836 1.835798 2.604871 0.0223 0.0398 -0.0188 -0.094
H 5.238957 3.627683 -1.370656 -0.0056 -0.0125 0.0084 0.067
C 0.301016 0.622566 -6.210557 -0.0022 0.0306 -0.0024 -0.094
C -2.582941 -6.273507 0.432645 0.0170 -0.0518 -0.0594 -0.058
C -2.676887 -1.778408 -4.804643 0.0058 -0.1262 -0.0127 -0.194
H 6.227457 1.397077 -0.838716 0.0092 0.0029 0.0113 0.099
O -0.565777 -3.875806 3.767377 0.0108 -0.0074 0.1972 -0.296
H -1.082138 1.067787 6.935035 -0.0034 0.0096 0.0000 0.059
C 3.005632 -2.642618 0.189352 -0.1593 0.0402 -0.5077 -0.379
H 5.605352 1.476764 0.786893 -0.0217 0.0173 0.0034 0.105
C 5.397054 -0.765254 -3.346582 -0.0008 -0.0468 0.0351 -0.098
Zr 0.481608 -1.186025 0.483259 -0.4702 1.5264 -1.2600 1.987
C -0.509532 2.050326 5.067599 0.0029 0.0310 -0.0086 -0.209
C 5.369603 3.307809 -0.333920 -0.0467 0.0207 -0.0167 -0.103
H -5.415200 -1.644734 -1.066976 -0.0030 -0.0243 0.0248 0.096
C 1.623219 1.400839 2.091561 -0.3208 -0.1861 -0.0939 -0.250
O 0.142029 -3.234022 -2.586906 0.0073 -0.1055 0.0493 -0.052
H 1.825925 4.684880 3.932160 0.0016 -0.0117 -0.0102 0.070
H -1.043536 -0.003413 5.520723 -0.0013 0.0142 -0.0046 0.076
C -1.523106 -5.643291 1.072085 -0.1096 0.0659 -0.0119 -0.055
C 2.757087 1.429638 1.357793 0.2466 0.0062 -0.1600 0.047
H -4.864562 -3.783853 0.536273 0.0113 -0.0024 0.0060 0.103
H 0.460636 0.515449 6.255351 -0.0053 0.0182 -0.0028 0.074
H 0.001342 2.883679 5.559571 0.0132 -0.0083 0.0077 0.096
H -3.753247 0.075738 -4.495017 -0.0090 -0.0092 -0.0121 0.069
C -4.184411 -0.474769 0.207958 0.0387 -0.0100 -0.2550 -0.146
H 0.404341 -5.228315 -2.816098 0.0121 0.0402 -0.0451 0.087
C 1.794370 -0.250278 -3.130569 0.2521 0.1119 0.0822 0.048
C 0.191596 -0.835196 -5.753998 0.0357 0.0036 -0.0111 -0.186
H -6.208996 -1.087045 0.389805 -0.0239 0.0137 -0.0155 0.100
H 4.623870 -1.521355 -3.493934 -0.0080 0.0048 -0.0015 0.055
C -2.884193 -0.638345 -0.480362 0.1560 0.2927 0.2054 -0.223
H 2.954880 4.141709 2.696261 0.0116 0.0025 0.0147 0.062
C -6.109883 0.387942 -1.183490 0.0409 0.0521 -0.0177 -0.089
H -0.706222 -4.790121 -1.505879 0.0147 0.0378 0.0384 0.079
H 2.242376 2.627268 5.263665 0.0198 -0.0043 0.0056 0.100
C 2.516852 2.645605 4.205615 0.0629 -0.0298 0.0390 -0.193
C 3.834923 0.678680 -1.996386 0.1746 -0.0797 0.0382 -0.160
H -1.240382 -4.653655 -3.205000 -0.0315 0.0256 0.0105 0.087
C 2.514223 0.197520 -1.952177 -0.3470 -0.0072 -0.2643 -0.239
C 1.458009 1.943485 3.416058 0.0137 0.1539 0.0161 -0.133
C 5.392867 1.779263 -0.242822 0.0263 -0.0632 -0.0015 -0.205
C -3.795728 -5.621256 0.228334 0.0208 -0.0021 0.0281 -0.286
H 3.552653 4.564480 4.309751 -0.0043 -0.0089 0.0079 0.062
H -2.984849 -2.652691 1.672716 0.0270 -0.0304 0.0033 0.109
S -0.370052 -3.530556 2.383235 0.0403 0.4656 0.2768 0.499
C -0.551164 0.841067 6.006209 0.0056 -0.0530 -0.0159 -0.090
Cl 6.471719 -4.654489 -0.104939 -0.0850 0.0627 0.0462 0.590
C -1.687045 -4.346368 1.528713 -0.1401 0.0576 -0.0735 -0.268
C -3.918696 0.008710 1.425900 0.1376 0.0294 0.1942 -0.137
H 1.178011 -1.306553 -5.818335 -0.0122 0.0030 0.0036 0.114
Cl 4.302436 -1.542826 3.818590 0.0004 -0.0693 -0.1475 0.656
H 3.456313 2.091848 4.125529 -0.0029 0.0083 -0.0271 0.107
C 4.122105 1.138430 -0.712778 0.0873 0.1872 -0.1642 -0.157
C -0.460116 1.037774 2.661138 -0.1882 0.0237 -0.1658 -0.233
H 0.716737 0.694430 -7.218857 -0.0047 -0.0131 0.0047 0.063
H -5.840126 2.057805 3.466211 -0.0059 -0.0105 -0.0049 0.062
C -2.447605 0.176116 1.507489 -0.0937 0.1491 -0.1399 -0.264
H 0.942039 1.188664 -5.534023 -0.0087 -0.0094 -0.0068 0.068
C -3.933025 -4.318102 0.698371 0.0095 0.0089 0.0072 -0.032
O -0.617834 -2.062125 2.139571 -0.0037 -0.6384 0.2391 -0.446
C 2.947844 0.958809 0.033615 -0.2422 -0.0743 0.1715 -0.252
C -2.887880 -3.680889 1.347204 -0.1031 -0.0093 -0.0725 -0.035
H -2.326053 -2.381011 -5.648533 -0.0222 0.0256 -0.0243 0.104
H -5.892002 -5.937922 -0.181854 0.0153 0.0167 0.0103 0.068
H 4.241693 0.899194 -4.088172 0.0006 -0.0051 0.0021 0.094
H -2.456468 -7.286960 0.063884 -0.0053 0.0060 0.0065 0.104
H -7.023507 0.094117 -1.706497 -0.0079 0.0010 0.0126 0.063
H 5.945569 -1.055004 -2.447156 -0.0062 0.0206 -0.0128 0.074
Cl 3.865949 -4.161253 -1.852408 0.0323 0.0999 0.1404 0.667
H -5.791363 -0.233378 2.401031 -0.0131 0.0163 -0.0012 0.099
H 4.528482 3.709122 0.235638 0.0163 0.0003 0.0043 0.061
H -5.393612 0.753192 -1.921936 -0.0081 -0.0172 0.0003 0.070
```
Positions in Å, forces in eV/Å.

Summary:
**LUMO energy**: 3.91 eV
**Net charge**: -2
**Frontier orbital gap**: 4.842 eV
**Relative energy (zero: lowest compared OMol25 entry of this formula, charge and spin)**: 194.9 kJ/mol
**2S+1**: 1



| no. | HOMO level (eV) |
| --- | --- |
| 1 | -6.573 |
| 2 | -0.932 |